[1]
{
  "formula": "C2HBr3O2",
  "method": "the ωB97M-V functional and the def2-TZVPD basis",
  "symbols": ["C", "C", "O", "O", "Br", "Br", "Br", "H"],
  "xyz": [[-0.57041, 0.42363, -0.69553], [0.37690, 0.26947, 0.36587], [-0.31277, 0.58258, -1.84796], [1.63528, 0.13568, 0.00771], [-2.36553, 0.43273, -0.02118], [-0.12093, 0.68343, 2.13516], [-1.05450, -3.00558, -0.33260], [2.41197, 0.47806, 0.38853]],
  "forces_ev_per_a": [[-2.48, -0.38, -1.93], [3.37, -0.45, 2.24], [0.37, 0.04, 0.68], [-3.46, -0.87, -1.73], [-0.52, 0.21, -0.61], [1.01, -0.34, -0.79], [0.55, 1.02, 0.26], [1.16, 0.79, 1.87]],
  "relative_energy_kcal_mol": 74.34,
  "orbital_gap_ev": [4.66, 4.65],
  "homo_ha": [-0.315, -0.315],
  "charge": 0
}

=====

[2]
{
  "formula": "C4H11N3O2",
  "method": "the ωB97M-V functional and the def2-TZVPD basis",
  "symbols": ["H", "N", "C", "N", "N", "C", "H", "H", "H", "H", "H", "H", "C", "C", "O", "O", "H", "H", "H", "H"],
  "xyz": [[1.84915, 0.37307, -1.72065], [1.17539, 0.24332, -0.98150], [0.63012, -0.91084, -0.83249], [-0.38155, -1.10182, 0.04981], [0.68942, -1.87606, -1.85756], [0.07135, -3.15817, -1.95038], [-0.63889, -0.31591, 0.61063], [-0.82483, -1.98302, 0.19076], [1.53519, -1.61009, -2.33730], [0.55333, -3.95077, -1.35581], [0.00407, -3.45711, -2.99340], [-0.91904, -3.20515, -1.49417], [-0.71567, 3.27934, 2.46272], [-0.18277, 1.97839, 1.77893], [-0.14307, 0.88084, 2.23107], [-0.14188, 2.40335, 0.48112], [-0.86254, 4.08604, 1.76663], [0.00048, 3.58015, 3.23120], [-1.63178, 2.99134, 2.97944], [-0.06647, 1.75311, -0.25904]],
  "forces_ev_per_a": [[-0.09, -0.44, -0.21], [0.14, 0.37, 1.36], [-2.12, -0.27, -2.38], [0.39, 0.16, 0.10], [1.18, 1.58, 1.07], [0.16, -0.98, 0.88], [0.11, -0.06, 0.65], [0.01, -0.14, 0.01], [-0.12, -1.10, -0.78], [0.52, 0.03, -0.42], [-0.06, -0.07, 0.06], [-0.29, 0.70, -0.46], [1.12, -1.36, 1.36], [-2.34, 3.29, -1.52], [0.57, -0.69, 0.04], [0.16, -0.89, -0.46], [-0.07, 0.01, -0.20], [-0.12, 0.10, 0.07], [-0.04, 0.15, -0.06], [0.88, -0.40, 0.88]],
  "relative_energy_kcal_mol": 29.09,
  "orbital_gap_ev": 9.45,
  "homo_ha": -0.319,
  "charge": 0,
  "smiles": "[H]/N=C(/N)NC.CC(=O)O"
}